Formula: C2HBr2NO
Source: the OMol25 dataset
Level of theory: the ωB97M-V functional and the def2-TZVPD basis

Positions of all 7 atoms, in Å:
1 N -0.53831 0.02040 0.23838
2 Br 2.01949 0.09291 -0.17693
3 Br -0.72310 0.81245 -2.43531
4 O 0.43534 -1.44853 1.69911
5 C 0.41529 -0.65483 0.82680
6 C -0.11150 1.03302 -0.65794
7 H -1.49722 0.14457 0.50589

Atoms 1-3, force components in eV/Å:
N -1.14 3.36 -2.04
Br 1.09 -0.73 0.62
Br 0.21 0.55 0.35

Computed properties:
E   -145708.5546 eV
HOMO (alpha / beta)   -7.936 / -10.640 eV
Energy above the lowest of the compared OMol25 structures with the same formula, charge and spin   0.00 kcal/mol
Strongest force on any atom   4.09 eV/A
Multiplicity   3
Net charge   0

---

Formula: C2HBrCl2
Source: the OMol25 dataset
Level of theory: the ωB97M-V functional and the def2-TZVPD basis

Positions of all 6 atoms, in Å:
1 Cl -0.70010 -1.23380 0.97829
2 C 3.33768 -0.76347 0.20613
3 Br 1.88409 0.56195 0.54902
4 Cl 3.11757 -2.40046 0.39228
5 H -0.27330 0.59774 1.89609
6 C -0.15958 0.43735 0.82586

Atoms 1-3, force components in eV/Å:
Cl -0.04 0.11 -1.18
C 0.78 0.05 0.10
Br -1.11 0.41 -0.62

Computed properties:
E   -97169.7025 eV
HOMO (alpha / beta)   -7.975 / -9.152 eV
Strongest force on any atom   2.52 eV/A
Multiplicity   3
Net charge   0

---

Question: What is the net charge in the first record?
Answer: 0

---

Question: What is the formula in the first record?
Answer: C2HBr2NO